This record from OMol25 describes the ion C6H11Cl2N2 with charge +1. The level of theory is wB97M-V/def2-TZVPD.

The geometry in XYZ format:
```
21
Properties=species:S:1:pos:R:3
C -0.79 1.33 0.35
C -1.49 -0.75 -0.96
C 1.01 -0.16 -0.76
C -1.73 0.23 0.17
C 0.69 1.06 0.11
C 1.36 0.84 1.46
N -1.27 2.44 0.65
N -0.10 -1.24 -0.78
Cl -3.36 0.91 -0.30
Cl 1.41 2.60 -0.58
H -2.18 -1.60 -1.00
H -1.65 -0.15 -1.91
H 1.06 0.26 -1.78
H 1.90 -0.71 -0.50
H -1.73 -0.19 1.13
H 1.02 1.55 2.23
H 2.41 0.94 1.30
H 1.10 -0.16 1.70
H -0.60 3.19 0.88
H -0.18 -1.71 0.11
H 0.09 -1.96 -1.43
```

Values from the calculation:
Total charge: +1
LUMO level (eV): -3.81
SMILES: [H]/N=C1/[C@@H](Cl)C[NH2+]C[C@@]1(C)Cl
Energy above the lowest of the compared OMol25 structures with the same formula, charge and spin (kcal per mole): 0.00
Spin multiplicity: 1

---

This record from OMol25 describes the ion C5H5O4 with charge +1. The level of theory is wB97M-V/def2-TZVPD.

The geometry in XYZ format:
```
14
Properties=species:S:1:pos:R:3
C 0.20 0.03 3.29
C 0.67 -0.64 2.15
C -0.66 0.92 2.78
C 0.29 -1.73 -0.15
C -1.76 -0.47 -0.76
O 1.11 -2.50 0.05
O -1.24 1.37 1.93
O 0.26 -0.45 1.00
O -0.76 -1.50 -0.82
H 0.68 -0.17 4.31
H 1.23 -1.56 2.37
H -1.46 0.32 -0.07
H -2.75 -0.89 -0.53
H -1.97 -0.29 -1.90
```

Values from the calculation:
Total charge: +1
LUMO level (eV): -4.88
Energy above the lowest of the compared OMol25 structures with the same formula, charge and spin (kcal per mole): 20.26
Spin multiplicity: 1

---

no.,HOMO level (eV)
1,-13.8
2,-15.4